{"formula": "C20H46N2O7P", "method": "the ωB97M-V functional and the def2-TZVPD basis", "species": ["P", "O", "O", "O", "O", "O", "O", "O", "N", "N", "C", "C", "C", "C", "C", "C", "C", "C", "C", "C", "C", "C", "C", "C", "C", "C", "C", "C", "C", "C", "H", "H", "H", "H", "H", "H", "H", "H", "H", "H", "H", "H", "H", "H", "H", "H", "H", "H", "H", "H", "H", "H", "H", "H", "H", "H", "H", "H", "H", "H", "H", "H", "H", "H", "H", "H", "H", "H", "H", "H", "H", "H", "H", "H", "H", "H"], "coordinates": [[2.60, 2.23, 1.27], [-2.74, -4.02, 1.07], [-4.56, 1.35, -6.10], [0.22, -3.92, -0.56], [4.68, 3.77, 5.05], [-1.97, 1.42, -3.93], [-4.33, -0.57, -3.67], [-0.93, -1.49, 0.99], [1.38, 3.26, 4.52], [4.36, 1.77, 3.76], [-3.51, -4.66, 2.07], [3.60, -0.40, 5.00], [-3.10, -2.66, 0.90], [-3.07, -0.70, -4.33], [4.53, 0.95, 5.00], [4.79, 3.16, 3.95], [-1.95, 0.03, -3.60], [-2.01, -1.91, 0.14], [-4.96, 1.20, -7.45], [-1.22, 2.19, -3.01], [0.89, -3.00, 0.30], [-0.05, -2.54, 1.41], [5.39, 4.07, 2.75], [0.89, -4.08, -1.80], [4.99, 1.12, 2.59], [-4.97, 0.70, -3.81], [0.85, 2.87, 3.39], [4.26, 1.36, 1.19], [1.40, 1.57, 2.57], [-5.57, 0.92, -5.19], [6.44, 3.75, 2.45], [2.13, 2.60, 4.78], [0.34, -4.81, -2.39], [4.19, 0.36, 0.62], [-4.57, -4.62, 1.83], [4.28, 1.48, 5.97], [2.67, 3.66, 1.42], [-2.05, -0.10, -2.52], [-3.14, -0.41, -5.37], [1.84, 0.87, 3.34], [-5.13, 0.14, -7.68], [-0.01, 3.49, 2.95], [1.24, -2.14, -0.28], [0.57, -2.10, 2.20], [0.44, 1.09, 2.13], [-3.19, -5.70, 2.13], [-0.60, -3.37, 1.85], [-1.65, -2.47, -0.72], [5.46, 5.16, 3.11], [5.08, -0.03, 2.72], [5.61, 0.55, 5.00], [-5.87, 1.77, -7.65], [-3.27, -2.18, 1.88], [-1.26, 3.24, -3.33], [1.75, -3.52, 0.74], [-0.17, 1.87, -2.99], [-3.33, -4.19, 3.05], [3.44, -0.79, 3.93], [-6.02, -0.01, -5.55], [-5.79, 0.68, -3.09], [-2.45, -0.98, -0.24], [-1.65, 2.12, -2.01], [-4.30, 1.51, -3.52], [4.95, 2.02, 0.54], [4.73, 4.08, 1.82], [-4.16, 1.57, -8.09], [6.09, 1.47, 2.47], [-6.33, 1.70, -5.14], [2.61, -0.23, 5.55], [-2.84, -1.77, -4.30], [-0.98, -0.37, -3.92], [-4.03, -2.63, 0.32], [4.24, -1.20, 5.52], [0.91, -3.13, -2.34], [1.96, 2.02, -0.01], [1.91, -4.45, -1.64]], "lowdin_charge": [1.073, -0.205, -0.209, -0.197, 0.033, -0.196, -0.136, -0.158, 0.112, -0.138, -0.104, -0.092, -0.192, -0.170, -0.199, -0.381, -0.194, -0.172, -0.107, -0.119, -0.208, -0.175, -0.008, -0.101, -0.221, -0.173, -0.259, -0.296, -0.282, -0.196, 0.094, 0.028, 0.095, 0.115, 0.091, 0.133, 0.046, 0.108, 0.123, 0.068, 0.088, 0.123, 0.118, 0.113, 0.105, 0.091, 0.125, 0.123, 0.112, 0.134, 0.137, 0.089, 0.128, 0.091, 0.125, 0.078, 0.087, 0.065, 0.130, 0.126, 0.116, 0.083, 0.119, 0.104, 0.037, 0.089, 0.138, 0.127, 0.085, 0.127, 0.124, 0.131, 0.092, 0.083, 0.040, 0.089], "homo_energy_ev": -10.87, "e_lumo_ev": -3.202, "orbital_gap_ev": 7.67, "total_charge": 1}


{"formula": "C5H10IN2S", "method": "the ωB97M-V functional and the def2-TZVPD basis", "species": ["I", "S", "N", "N", "C", "C", "C", "C", "C", "H", "H", "H", "H", "H", "H", "H", "H", "H", "H"], "coordinates": [[-2.67, -0.48, 0.03], [-0.41, 2.14, 0.63], [-0.05, -0.02, -1.07], [-0.10, -0.49, 1.36], [1.54, -1.59, -0.14], [-0.69, 0.17, 0.19], [-1.23, 2.91, -0.74], [0.46, -1.82, 0.92], [1.00, -0.71, -1.22], [-0.88, 2.64, -1.64], [-2.22, 2.85, -0.80], [-1.12, 4.04, -0.81], [1.41, -0.71, -2.29], [-0.18, -2.43, 0.29], [0.88, -2.48, 1.80], [1.88, -2.41, -0.72], [0.59, 0.11, 1.97], [2.57, -1.12, 0.13], [-0.78, -0.60, 2.12]], "nbo_charge": [0.280, 0.230, -0.494, -0.616, -0.524, 0.014, -0.772, -0.259, 0.169, 0.235, 0.230, 0.278, 0.233, 0.264, 0.270, 0.274, 0.467, 0.257, 0.463], "homo_energy_ev": -12.92, "smiles": "CS[C@@]1(I)N=CCC[NH2+]1", "e_lumo_ev": -3.578, "orbital_gap_ev": 9.34, "total_charge": 1}


{"formula": "C5H13NO", "method": "the ωB97M-V functional and the def2-TZVPD basis", "species": ["O", "N", "C", "C", "C", "C", "C", "H", "H", "H", "H", "H", "H", "H", "H", "H", "H", "H", "H", "H"], "coordinates": [[-3.10, 0.04, 1.94], [1.38, 1.59, 0.44], [2.18, -0.68, 0.55], [-0.12, -1.57, -1.01], [-1.14, 0.78, -0.90], [1.04, 0.23, 0.18], [-0.09, -0.16, -0.45], [2.38, -0.57, 1.62], [2.38, 1.67, 0.37], [3.09, -0.35, 0.02], [-0.03, -2.35, -0.25], [-1.07, -1.77, -1.52], [-0.89, 1.62, -1.57], [0.88, 2.25, -0.14], [1.98, -1.69, 0.25], [0.58, -1.67, -1.85], [-2.95, 0.29, 1.03], [-2.07, 0.31, -1.23], [-1.57, 1.38, -0.09], [-2.84, 0.67, 2.60]], "nbo_charge": [-0.957, -0.825, -0.652, -0.631, -0.654, 0.210, -0.115, 0.225, 0.367, 0.204, 0.219, 0.210, 0.212, 0.371, 0.229, 0.207, 0.478, 0.218, 0.205, 0.480], "homo_energy_ev": -7.77, "smiles": "CC(C)=C(C)N.O", "e_lumo_ev": 0.832, "orbital_gap_ev": 8.61}


{"formula": "C19H33ClN5O5V", "method": "the ωB97M-V functional and the def2-TZVPD basis", "species": ["V", "Cl", "O", "O", "O", "O", "O", "N", "N", "N", "N", "N", "C", "C", "C", "C", "C", "C", "C", "C", "C", "C", "C", "C", "C", "C", "C", "C", "C", "C", "C", "H", "H", "H", "H", "H", "H", "H", "H", "H", "H", "H", "H", "H", "H", "H", "H", "H", "H", "H", "H", "H", "H", "H", "H", "H", "H", "H", "H", "H", "H", "H", "H", "H"], "coordinates": [[-0.16, 1.49, 0.09], [-5.78, -4.01, 2.69], [2.17, -1.45, 0.04], [1.64, 2.19, 0.83], [-1.90, 0.62, 0.08], [-0.58, 0.34, 1.77], [-0.53, 2.99, 1.69], [-0.95, 2.73, -1.42], [-1.57, 3.05, -3.60], [-0.76, 1.04, -3.04], [0.64, 0.33, -1.41], [0.70, -0.71, -3.47], [2.92, 1.58, 0.55], [-2.71, -0.89, 1.72], [-1.06, 2.27, -2.64], [-1.71, 3.02, 2.43], [-2.62, -1.55, 2.99], [0.22, 0.21, -2.63], [1.83, 2.98, 2.13], [-3.74, -1.19, 0.84], [3.51, -1.96, 0.10], [3.32, -3.28, 0.83], [0.53, 3.80, 2.18], [-4.74, -2.12, 1.12], [-4.62, -2.76, 2.36], [0.35, -0.61, -4.91], [-1.71, 0.07, 1.24], [2.06, -3.19, 1.68], [-3.57, -2.52, 3.27], [1.19, -2.32, 0.68], [1.44, -1.83, -2.93], [-3.60, -3.03, 4.20], [-5.53, -2.39, 0.38], [2.77, 1.14, -0.46], [-3.77, -0.59, -0.03], [-0.49, -1.25, -5.22], [1.63, -2.45, -3.85], [0.36, 4.25, 3.21], [3.18, -4.03, 0.08], [3.11, 0.75, 1.21], [-1.69, 4.08, -3.48], [0.37, -1.67, 1.11], [4.08, -1.20, 0.60], [-2.38, 2.23, 2.11], [0.72, -2.95, -0.14], [1.84, 2.17, 2.92], [-1.84, -1.20, 3.67], [2.10, -2.53, 2.58], [-1.31, 0.71, -3.89], [0.67, 4.71, 1.56], [-1.50, 2.71, -4.55], [0.79, -2.28, -2.18], [1.69, -4.12, 1.93], [-1.45, 2.90, 3.51], [-1.29, 3.67, -1.30], [-2.13, 4.02, 2.36], [2.74, 3.51, 2.15], [3.84, -2.03, -0.97], [1.45, -0.22, -1.17], [1.21, -1.00, -5.49], [2.47, -1.59, -2.66], [3.68, 2.32, 0.50], [4.26, -3.42, 1.29], [0.25, 0.46, -5.24]], "nbo_charge": [1.613, 0.068, -0.616, -0.587, -0.705, -0.694, -0.564, -0.812, -0.766, -0.611, -0.866, -0.380, -0.244, -0.232, 0.672, -0.240, -0.118, 0.669, -0.069, -0.118, -0.043, -0.437, -0.103, -0.235, 0.029, -0.448, 0.785, -0.417, -0.245, -0.070, -0.421, 0.250, 0.258, 0.199, 0.232, 0.228, 0.238, 0.237, 0.215, 0.209, 0.435, 0.209, 0.172, 0.208, 0.161, 0.213, 0.240, 0.212, 0.441, 0.205, 0.407, 0.231, 0.237, 0.199, 0.396, 0.200, 0.228, 0.177, 0.435, 0.247, 0.222, 0.208, 0.237, 0.217], "homo_energy_ev": [-13.76, -13.80], "spin_multiplicity": 3, "e_lumo_ev": [-6.285, -5.472], "orbital_gap_ev": [7.47, 8.33], "total_charge": 2}


{"formula": "C18H28N3ReSbSe4Te", "method": "the ωB97M-V functional and the def2-TZVPD basis", "species": ["Re", "Te", "Sb", "Se", "Se", "Se", "Se", "N", "N", "N", "C", "C", "C", "C", "C", "C", "C", "C", "C", "C", "C", "C", "C", "C", "C", "C", "C", "C", "H", "H", "H", "H", "H", "H", "H", "H", "H", "H", "H", "H", "H", "H", "H", "H", "H", "H", "H", "H", "H", "H", "H", "H", "H", "H", "H", "H"], "coordinates": [[-0.29, 0.95, 0.09], [-3.15, -1.53, -1.62], [-3.71, 2.35, 0.26], [-5.23, 1.49, -1.26], [-1.93, -0.71, 0.53], [-3.68, 3.25, 2.36], [-1.47, 2.61, -1.03], [1.73, 1.08, -0.60], [-0.58, 1.43, 2.99], [0.43, 0.98, 2.07], [-0.32, -3.13, -5.71], [-1.37, -2.06, -3.84], [1.10, 1.90, 4.79], [1.96, 3.58, -0.84], [-1.87, -0.81, -3.16], [-0.41, -4.35, -5.07], [-1.38, 1.85, 5.19], [-0.98, -4.43, -3.81], [3.71, 1.78, -1.47], [2.11, -1.39, -0.55], [-1.46, -3.29, -3.19], [3.76, 0.42, -1.39], [2.43, 2.18, -0.96], [-2.07, -3.36, -1.81], [2.52, 0.00, -0.84], [-0.16, -0.28, 4.68], [-0.22, 1.23, 4.42], [-0.80, -1.98, -5.10], [-1.34, -3.40, -1.00], [-0.75, -1.03, -5.62], [1.18, 3.71, -0.08], [-1.03, -0.78, 4.25], [2.84, -1.87, 0.10], [-1.55, 2.88, 4.88], [1.29, 1.77, 5.86], [-1.09, -0.22, -2.67], [-0.17, -0.47, 5.76], [-0.05, -5.25, -5.55], [1.95, 1.47, 4.27], [1.33, 1.47, 2.19], [1.07, 2.97, 4.60], [-1.07, -5.39, -3.31], [-2.46, -0.16, -3.80], [0.76, -0.74, 4.31], [2.80, 4.23, -0.60], [1.55, 3.92, -1.79], [-2.77, -4.18, -1.69], [-0.71, 2.42, 2.81], [4.57, -0.23, -1.67], [2.08, -1.98, -1.47], [-2.30, 1.28, 5.04], [-1.16, 1.86, 6.26], [4.46, 2.47, -1.82], [1.12, -1.46, -0.08], [0.63, 0.02, 2.37], [0.11, -3.07, -6.70]], "nbo_charge": [0.577, 1.118, 1.037, -0.407, -0.152, -0.338, -0.230, -0.628, -0.462, -0.629, -0.179, -0.118, -0.644, -0.691, -0.624, -0.174, -0.611, -0.215, -0.224, -0.684, 0.014, -0.230, 0.344, -0.664, 0.343, -0.640, 0.098, -0.179, 0.247, 0.227, 0.234, 0.226, 0.271, 0.214, 0.251, 0.242, 0.254, 0.240, 0.194, 0.376, 0.221, 0.230, 0.267, 0.196, 0.270, 0.275, 0.263, 0.375, 0.258, 0.274, 0.230, 0.239, 0.260, 0.216, 0.404, 0.239], "homo_energy_ev": [-13.71, -13.69], "spin_multiplicity": 2, "e_lumo_ev": [-7.334, -7.803], "orbital_gap_ev": [6.38, 5.88], "total_charge": 2}


{"formula": "C3H4GdO3", "method": "the ωB97M-V functional and the def2-TZVPD basis", "species": ["Gd", "O", "O", "O", "C", "C", "C", "H", "H", "H", "H"], "coordinates": [[-0.50, 1.39, 0.08], [1.61, 0.97, 0.14], [-0.28, -0.90, 0.10], [-2.97, 1.37, -0.26], [2.02, -0.34, 0.13], [0.88, -1.31, 0.08], [-3.62, 0.27, -0.39], [2.63, -0.63, 1.01], [2.66, -0.60, -0.75], [1.08, -2.39, 0.05], [-3.51, 2.19, -0.19]], "lowdin_charge": [2.104, -0.317, -0.093, -0.245, -0.256, -0.084, 0.202, 0.181, 0.179, 0.188, 0.140], "homo_energy_ev": [-16.58, -19.72], "spin_multiplicity": 9, "e_lumo_ev": [-10.114, -12.625], "orbital_gap_ev": [6.47, 7.10], "total_charge": 2}


| no. | calculated total energy (hartree) |
| --- | --- |
| 1 | -1766.70567 |
| 2 | -1001.56652 |
| 3 | -328.26808 |
| 4 | -2797.51203 |
| 5 | -11058.62057 |
| 6 | -1107.26047 |